No. 1
DFT (ωB97M-V with the def2-TZVPD basis set) results for a 2-piece molecular cluster, C18H32BrF6N2OP overall at a distorted geometry.

Geometry as ORCA input:
```
! RIJCOSX wB97M-V def2-TZVPD def2/J DEFGRID3
* xyz 0 1
H 2.051 -2.228 3.258
H -0.224 3.259 -0.779
H 2.300 -3.972 3.230
H -0.435 2.230 0.605
C -3.986 0.940 0.432
P 3.775 -5.255 -3.041
H 2.398 2.952 1.740
H 4.306 -0.660 -1.918
H 0.374 3.881 2.141
H 3.382 2.709 -0.602
C 2.801 -1.742 0.989
H -4.737 -0.259 2.071
H 3.178 -2.525 -0.977
H -2.302 4.209 -0.396
C -2.855 2.516 2.293
H -2.353 3.184 2.972
C -5.968 -0.401 -0.455
F 3.371 -5.647 -4.594
H 0.555 5.078 0.866
H 3.365 -1.213 1.768
H 0.897 1.055 -0.125
H -6.697 0.399 -0.553
Br -8.135 -2.001 -1.376
C -6.286 -1.472 -1.490
F 4.446 -6.388 -2.042
C 2.318 2.654 -0.374
O 2.549 -3.062 1.424
C 0.620 4.014 1.087
N -2.724 2.742 1.005
F 5.279 -5.197 -3.728
H 1.811 3.040 -1.255
H 4.580 -2.185 -0.026
F 2.720 -3.984 -3.257
H 2.395 0.867 0.779
H 0.830 -3.288 2.543
H 2.648 0.885 -2.203
H -6.056 -1.149 -2.497
H 1.762 -0.480 -1.536
H -3.692 1.235 3.797
N -3.282 1.985 0.062
H -6.112 -0.863 0.518
H 2.716 4.380 0.810
C 1.906 -3.133 2.663
C 1.980 1.177 -0.177
C -4.551 0.111 -0.677
H 1.841 -1.228 0.858
H -3.868 -0.716 -0.873
H -5.709 -2.366 -1.281
H -4.546 0.722 -1.575
C -3.591 1.429 2.743
C -1.855 3.822 0.508
F 2.408 -6.100 -2.642
H 4.469 0.192 -0.395
C 3.806 -0.450 -0.977
C -4.169 0.609 1.784
C 3.598 -1.796 -0.291
C 2.502 0.286 -1.307
H -1.844 4.583 1.281
F 4.408 -4.163 -1.961
C -0.437 3.267 0.283
C 2.066 3.510 0.870
*
```

The maximum force comes out at 1.3 eV Å⁻¹. The HOMO energy comes out at -0.336 Eh. As for the molar mass: 517.333 u.



No. 2
DFT (ωB97M-V with the def2-TZVPD basis set) results for C6H10N as an isolated structure at a distorted geometry.

Geometry as ORCA input:
```
! RIJCOSX wB97M-V def2-TZVPD def2/J DEFGRID3
* xyz 1 1
H 0.145 -1.970 -0.080
H 2.784 1.232 0.532
H -1.062 2.478 -1.012
H -2.310 -0.516 -1.172
C -2.217 -0.117 -0.091
H 1.291 2.941 -0.582
H -2.538 -0.837 0.687
H -2.887 0.755 -0.039
H 1.794 -2.152 0.497
H 0.876 -0.067 1.876
H 1.556 -1.427 -0.912
C -0.874 0.519 0.039
C 1.713 1.020 0.304
C 0.861 -0.105 0.740
C -0.501 1.646 -0.509
N 1.114 -1.509 0.115
C 0.956 1.949 -0.346
*
```

The maximum force comes out at 4.0 eV Å⁻¹. The HOMO energy comes out at -0.473 Eh. As for the molar mass: 96.153 u.



No. 3
DFT (ωB97M-V with the def2-TZVPD basis set) results for a 2-piece molecular cluster, C3H2F2O2 overall at a distorted geometry.

Geometry as ORCA input:
```
! RIJCOSX wB97M-V def2-TZVPD def2/J DEFGRID3
* xyz 0 1
C -1.192 0.313 0.640
C -1.199 -0.600 -0.184
H 1.332 -1.489 -0.444
F -1.851 -1.193 -1.191
F 0.985 0.236 -1.768
O 1.822 0.306 0.289
C 1.331 -0.338 -0.579
H -0.500 1.853 1.562
O -0.727 0.911 1.676
*
```

Its SMILES is OC#CF.O=CF. The maximum force comes out at 2.3 eV Å⁻¹. The HOMO energy comes out at -0.364 Eh. As for the molar mass: 108.043 u.



No. 4
DFT (ωB97M-V with the def2-TZVPD basis set) results for C18H28HgN4NbO4S as an isolated structure at a distorted geometry.

Geometry as ORCA input:
```
! RIJCOSX wB97M-V def2-TZVPD def2/J DEFGRID3
* xyz 2 2
H -0.340 -0.841 -4.682
C 0.354 1.318 -3.210
H -0.627 1.429 -2.727
H -3.650 -1.852 -1.869
S 2.474 -0.216 2.176
O 2.969 -1.553 1.954
O 2.994 0.898 1.414
H -4.162 1.233 -1.700
H 3.504 0.577 6.961
C -1.530 -2.060 0.177
H 2.017 0.224 -4.917
H 3.009 -1.384 -2.014
H 2.599 -1.173 -4.007
N 1.170 -0.419 -1.676
C -3.121 -0.226 -0.526
C 0.855 0.424 4.143
N -1.746 -0.693 -0.349
H 2.393 -1.617 -0.385
C -0.070 -1.113 -3.653
H 1.042 2.055 -2.773
C 2.763 0.548 6.162
C -3.616 0.349 0.800
C 0.923 -0.092 -3.093
C -0.413 2.925 0.468
H 0.372 -2.117 -3.651
C 0.461 0.826 5.427
C -3.128 0.881 -1.571
H 4.184 -0.065 4.616
H -3.635 -0.430 1.570
H -0.989 -1.143 -3.045
H 0.227 1.553 -4.277
H 1.657 -2.513 -1.745
H -2.957 1.154 1.147
N -0.424 1.801 -0.034
C 2.183 0.154 3.875
C 3.157 0.191 4.867
H -2.509 1.727 -1.250
H -4.148 -2.114 -0.168
H -2.767 0.506 -2.538
C 2.220 -0.151 -3.906
H 1.142 1.170 7.447
H -4.632 0.746 0.662
N 0.773 -0.219 1.918
C 0.008 0.328 2.952
Nb 0.082 -0.076 -0.025
H -5.026 -0.959 -1.185
H -1.638 -2.813 -0.620
H -2.245 -2.288 0.982
H -0.503 -2.163 0.606
C -4.033 -1.369 -0.963
C 2.088 -1.546 -1.437
H 2.989 0.486 -3.456
H -0.582 1.079 5.596
O -1.159 0.694 2.751
O -1.209 3.792 0.879
C 1.423 0.876 6.435
Hg 1.070 4.279 1.043
*
```

The maximum force comes out at 6.4 eV Å⁻¹. The HOMO energy (alpha / beta) comes out at -0.547 / -0.546 Eh. As for the molar mass: 690.009 u.



No. 5
DFT (ωB97M-V with the def2-TZVPD basis set) results for H8LiO4 as an isolated structure at a distorted geometry.

Geometry as ORCA input:
```
! RIJCOSX wB97M-V def2-TZVPD def2/J DEFGRID3
* xyz 2 2
O 1.667 -0.217 -1.240
O -0.205 1.577 1.594
H -2.263 -0.119 -1.750
H -0.630 2.433 1.553
H 2.442 -0.634 -0.864
Li 0.060 -0.005 -0.059
H -1.647 1.260 -1.639
H -0.636 1.129 2.322
H 1.072 -1.841 1.242
O -1.577 0.369 -1.295
H -0.364 -2.321 1.271
O 0.180 -1.574 1.021
H 1.901 -0.058 -2.155
*
```

The maximum force comes out at 1.4 eV Å⁻¹. The HOMO energy (alpha / beta) comes out at -0.810 / -0.759 Eh. As for the molar mass: 79.001 u.



No. 6
DFT (ωB97M-V with the def2-TZVPD basis set) results for a 2-piece molecular cluster, H4O2 overall at a distorted geometry.

Geometry as ORCA input:
```
! RIJCOSX wB97M-V def2-TZVPD def2/J DEFGRID3
* xyz 0 1
H -1.224 0.837 0.100
H -0.929 -0.718 -0.073
H 1.272 0.271 0.807
O 1.513 -0.107 -0.020
O -1.596 -0.023 -0.012
H 1.544 0.654 -0.572
*
```

Its SMILES is O.O. The maximum force comes out at 1.6 eV Å⁻¹. The HOMO energy comes out at -0.421 Eh. As for the molar mass: 36.030 u.